Below is a molecular structure, C19H48O9Sr at a distorted geometry, with properties calculated with wB97M-V/def2-TZVPD.

```
! wB97M-V def2-TZVPD RIJCOSX def2/J DEFGRID3
* xyz 0 1
Sr -13.030 15.577 -37.301
C -14.112 15.369 -34.738
O -12.869 15.454 -34.756
O -14.680 16.158 -35.462
O -14.549 14.260 -34.556
C -15.204 11.298 -38.397
C -15.549 12.204 -37.254
C -15.741 11.504 -35.941
O -14.511 13.153 -36.979
H -14.146 11.039 -38.373
H -15.589 11.812 -39.278
H -15.753 10.366 -38.263
H -16.439 12.799 -37.458
H -16.036 12.213 -35.167
H -14.875 10.966 -35.555
H -16.573 10.803 -36.013
H -14.653 13.503 -36.096
C -13.369 13.487 -40.285
C -12.199 14.415 -40.669
C -12.131 14.716 -42.187
O -12.423 15.653 -39.887
H -14.295 13.980 -40.581
H -13.392 13.327 -39.207
H -13.202 12.531 -40.782
H -11.299 13.936 -40.282
H -12.261 13.791 -42.749
H -11.185 15.174 -42.475
H -12.890 15.435 -42.496
H -12.039 16.344 -40.431
C -17.141 14.956 -39.928
C -16.135 16.024 -39.645
C -16.799 17.362 -39.332
O -15.331 15.730 -38.485
H -17.853 14.843 -39.111
H -16.682 13.970 -40.003
H -17.687 15.079 -40.864
H -15.498 16.034 -40.530
H -17.124 17.781 -40.284
H -16.132 18.086 -38.865
H -17.621 17.287 -38.620
H -15.966 15.447 -37.823
C -9.448 12.883 -36.292
C -10.371 12.930 -37.551
C -10.786 11.470 -38.067
O -11.587 13.504 -37.170
H -9.824 12.207 -35.524
H -9.314 13.890 -35.895
H -8.395 12.643 -36.443
H -9.905 13.567 -38.302
H -11.528 11.545 -38.862
H -11.302 10.911 -37.287
H -9.950 10.892 -38.462
H -11.870 12.908 -36.473
C -8.845 18.656 -37.620
C -9.311 17.254 -38.128
C -8.250 16.158 -37.892
O -10.479 16.861 -37.439
H -7.768 18.740 -37.763
H -8.988 18.745 -36.543
H -9.242 19.550 -38.100
H -9.550 17.304 -39.190
H -8.569 15.223 -38.352
H -8.087 15.916 -36.842
H -7.256 16.395 -38.273
H -10.243 16.904 -36.509
C -13.725 19.746 -39.245
C -12.647 19.143 -38.360
C -12.199 20.187 -37.324
O -13.222 18.079 -37.661
H -14.128 19.075 -40.004
H -13.421 20.623 -39.817
H -14.593 20.083 -38.680
H -11.856 18.712 -38.974
H -11.723 21.058 -37.773
H -11.600 19.855 -36.476
H -13.064 20.488 -36.732
H -13.923 18.479 -37.142
*
```

## Properties
- HOMO level (eV) = -5.401
- total energy (eV) = -39746.09787
- LUMO level (Eh) = -0.00404
- energy above the lowest of the compared OMol25 structures with the same formula, charge and spin (kcal/mol) = 68.1
- molar mass (Da) = 508.2
- frontier orbital gap (eV) = 5.3

Below is a molecular structure, C19H48O9Sr at a distorted geometry, with properties calculated with wB97M-V/def2-TZVPD.

```
! wB97M-V def2-TZVPD RIJCOSX def2/J DEFGRID3
* xyz 0 1
Sr -33.652 21.726 26.844
C -35.224 24.057 27.620
O -34.365 23.448 28.444
O -35.598 23.294 26.591
O -35.611 25.230 27.750
C -35.456 19.066 22.948
C -35.328 19.035 24.463
C -34.324 18.006 24.936
O -34.908 20.324 24.951
H -36.333 19.629 22.622
H -35.575 18.056 22.553
H -34.574 19.528 22.501
H -36.306 18.789 24.894
H -33.307 18.289 24.673
H -34.555 17.026 24.519
H -34.389 17.886 26.022
H -35.579 20.972 24.696
C -29.501 20.178 26.289
C -30.815 20.346 25.559
C -30.795 19.717 24.176
O -31.867 19.830 26.381
H -28.636 20.469 25.690
H -29.333 19.135 26.579
H -29.499 20.763 27.211
H -31.022 21.408 25.399
H -30.480 18.669 24.234
H -30.119 20.226 23.492
H -31.804 19.738 23.761
H -31.778 18.872 26.422
C -34.382 22.884 22.366
C -33.161 22.505 23.169
C -31.885 23.113 22.615
O -33.321 22.921 24.551
H -34.549 23.964 22.373
H -35.278 22.395 22.745
H -34.239 22.597 21.321
H -33.075 21.421 23.227
H -31.730 22.869 21.563
H -31.024 22.744 23.177
H -31.905 24.201 22.708
H -33.802 23.760 24.554
C -36.724 18.666 29.382
C -36.369 19.498 28.170
C -37.445 20.531 27.848
O -35.131 20.206 28.416
H -35.930 17.955 29.623
H -37.613 18.061 29.169
H -36.953 19.277 30.254
H -36.166 18.869 27.304
H -37.756 21.010 28.783
H -38.327 20.088 27.384
H -37.051 21.343 27.229
H -35.292 20.789 29.171
C -30.235 21.187 30.233
C -31.481 20.434 29.816
C -32.128 19.728 30.989
O -32.430 21.301 29.204
H -30.493 21.919 31.002
H -29.744 21.700 29.406
H -29.510 20.483 30.648
H -31.233 19.685 29.059
H -31.638 18.808 31.303
H -33.141 19.447 30.679
H -32.254 20.411 31.832
H -32.411 22.159 29.645
C -31.288 25.425 25.989
C -30.654 24.174 26.554
C -29.511 24.517 27.513
O -31.624 23.351 27.208
H -30.517 26.066 25.543
H -31.743 26.020 26.784
H -32.020 25.226 25.211
H -30.244 23.545 25.758
H -29.846 25.300 28.197
H -28.648 24.866 26.947
H -29.228 23.636 28.086
H -32.131 23.844 27.878
*
```

## Properties
- HOMO level (eV) = -6.121
- total energy (eV) = -39748.94821
- LUMO level (Eh) = 0.00102
- energy above the lowest of the compared OMol25 structures with the same formula, charge and spin (kcal/mol) = 2.4
- molar mass (Da) = 508.2
- frontier orbital gap (eV) = 6.1

Below is 3 unconnected molecules or ions with the total composition C19H49BClN6O2P2 at a distorted geometry, with properties calculated with wB97M-V/def2-TZVPD.

```
! wB97M-V def2-TZVPD RIJCOSX def2/J DEFGRID3
* xyz -1 1
C -3.291 2.058 -2.131
C -2.599 1.627 -3.050
C -1.770 1.483 -4.358
B -0.136 1.643 -4.217
C 0.571 0.176 -4.586
C 0.417 2.313 -2.819
Cl 1.826 3.453 -3.317
C 1.125 1.247 -1.844
C 0.124 0.162 -1.256
H -3.920 2.552 -1.347
H -2.132 2.163 -5.197
H -1.968 0.424 -4.746
H 0.219 2.373 -5.113
H 0.412 0.059 -5.714
H 1.692 0.183 -4.438
H 0.039 -0.683 -4.076
H -0.306 2.983 -2.275
H 2.045 0.793 -2.322
H 1.509 1.854 -0.954
H -0.767 -0.068 -1.902
H 0.713 -0.816 -1.180
H -0.128 0.439 -0.191
O -3.774 -1.427 2.125
P -5.004 -2.122 1.529
N -4.683 -1.522 -0.058
C -5.589 -0.938 -1.022
C -3.536 -2.141 -0.728
N -6.098 -1.071 2.407
C -6.703 0.115 1.824
C -5.602 -0.660 3.733
N -6.384 -3.033 0.938
C -6.099 -4.182 0.084
C -7.794 -2.719 0.994
H -6.289 -1.666 -1.458
H -5.045 -0.489 -1.857
H -6.159 -0.106 -0.618
H -3.762 -3.163 -1.056
H -2.672 -2.185 -0.062
H -3.215 -1.572 -1.603
H -5.955 0.842 1.481
H -7.351 0.619 2.549
H -7.378 -0.126 1.001
H -4.872 0.151 3.655
H -5.136 -1.493 4.254
H -6.427 -0.304 4.359
H -6.057 -3.901 -0.969
H -6.851 -4.971 0.195
H -5.142 -4.633 0.361
H -8.083 -2.022 0.203
H -8.098 -2.323 1.963
H -8.410 -3.616 0.861
O 5.097 -0.176 3.423
P 5.355 0.862 2.324
N 5.184 -0.306 1.062
C 6.000 -0.518 -0.112
C 3.811 -0.766 0.835
N 7.030 1.048 2.810
C 8.128 0.349 2.166
C 7.256 0.904 4.259
N 5.570 2.143 1.151
C 4.399 2.516 0.360
C 6.783 2.776 0.682
H 5.899 0.278 -0.863
H 5.734 -1.453 -0.613
H 7.053 -0.646 0.121
H 3.203 -0.001 0.340
H 3.324 -1.023 1.778
H 3.775 -1.669 0.220
H 8.021 -0.742 2.222
H 9.085 0.616 2.628
H 8.256 0.649 1.124
H 7.277 -0.148 4.559
H 6.480 1.408 4.830
H 8.213 1.350 4.546
H 4.328 1.928 -0.556
H 4.412 3.574 0.081
H 3.485 2.367 0.940
H 7.283 2.173 -0.081
H 7.479 3.001 1.489
H 6.574 3.750 0.224
*
```

## Properties
- HOMO level (eV) = -5.018
- total energy (eV) = -65302.84582
- LUMO level (Eh) = 0.03529
- molar mass (Da) = 501.9
- frontier orbital gap (eV) = 6.0